Record 1
90
Properties=species:S:1:pos:R:3 method="wB97M-V/def2-TZVPD" e_lumo_ev="-3.73 / -5.33" total_energy_ha=-3921.49773 total_charge=+2 homo_ha="-0.4735 / -0.4699" gap_ev="9.156 / 7.453" spin_multiplicity=4
Pt 0.62 0.13 -0.85
C -2.78 0.19 1.75
C -1.64 0.18 2.78
C -2.37 -0.20 4.16
C -1.34 -0.37 5.32
C -0.47 -1.55 4.98
C 0.28 -1.29 3.67
N -0.57 -0.78 2.50
O 0.19 -0.63 1.26
C 0.83 -2.71 3.20
C 1.52 -0.41 4.10
C -1.03 1.62 2.90
H -3.47 1.04 1.78
H -3.33 -0.75 1.72
H -2.32 0.14 0.76
H -2.89 -1.15 4.12
H -3.05 0.49 4.65
H -2.01 -0.52 6.17
H -0.80 0.56 5.50
H -0.97 -2.51 4.90
H 0.27 -1.69 5.76
H 0.11 -3.24 2.57
H 1.03 -3.31 4.09
H 1.78 -2.63 2.67
H 2.15 -0.96 4.79
H 1.27 0.58 4.51
H 1.99 -0.16 3.15
H -0.36 1.82 3.74
H -1.92 2.21 3.09
H -0.41 1.94 2.06
C 5.45 0.16 -1.60
S 3.71 0.17 -2.24
O 2.89 0.07 -0.97
C 3.82 -1.54 -3.02
H 5.68 1.03 -0.98
H 6.14 0.36 -2.43
H 5.89 -0.76 -1.23
H 2.79 -1.89 -3.11
H 4.35 -2.28 -2.42
H 4.32 -1.57 -3.98
C 1.38 4.20 1.76
S 2.26 2.64 1.32
O 1.42 2.05 0.16
C 3.79 3.41 0.56
H 2.05 4.88 2.28
H 0.50 3.90 2.32
H 1.17 4.70 0.82
H 4.15 4.19 1.23
H 3.48 3.89 -0.36
H 4.50 2.59 0.43
C -4.33 -0.34 -1.75
S -2.85 -1.35 -2.22
O -1.73 -0.63 -1.51
C -3.51 -2.78 -1.26
H -4.36 0.70 -2.09
H -4.49 -0.35 -0.67
H -5.13 -0.80 -2.33
H -3.24 -2.70 -0.21
H -2.95 -3.66 -1.56
H -4.58 -2.97 -1.34
C 0.10 -4.31 -0.28
S 0.10 -3.26 -1.81
O 0.89 -1.96 -1.39
C 1.23 -4.31 -2.77
H -0.53 -3.94 0.52
H 1.12 -4.38 0.11
H -0.23 -5.31 -0.55
H 0.86 -5.33 -2.86
H 2.18 -4.36 -2.24
H 1.41 -3.85 -3.75
C -0.34 1.77 -5.09
S 0.93 0.63 -4.37
O 0.83 0.46 -2.83
C 0.11 -0.84 -5.21
H -0.06 2.81 -4.88
H -1.24 1.55 -4.51
H -0.41 1.56 -6.16
H -0.91 -0.90 -4.81
H 0.66 -1.76 -4.98
H 0.10 -0.71 -6.29
C -3.21 2.92 -0.83
S -1.41 2.93 -0.52
O -0.79 1.73 -1.24
C -0.97 4.45 -1.40
H -3.43 2.63 -1.86
H -3.74 3.85 -0.60
H -3.66 2.21 -0.15
H 0.05 4.77 -1.15
H -1.50 5.32 -1.02
H -1.03 4.33 -2.48

Record 2
112
Properties=species:S:1:pos:R:3 method="wB97M-V/def2-TZVPD" e_lumo_ev=0.15 total_energy_ha=-4406.15068 homo_ha=-0.3253 gap_ev=9.001 spin_multiplicity=1
C -3.47 0.94 0.27
C -2.48 2.10 0.63
C -1.29 1.64 1.57
O -0.68 0.52 0.90
C 0.24 -0.20 1.76
N 1.17 0.80 2.29
O -0.58 -0.82 2.73
C -0.01 -1.82 3.53
N 1.44 -1.69 3.85
C 1.95 -2.79 3.98
S 2.51 -4.28 3.78
C 0.99 -1.20 0.76
C 2.16 -0.53 -0.05
C 1.80 0.70 -0.95
O 2.48 1.68 -0.83
I 0.21 0.82 -2.41
N 0.03 -1.86 -0.20
C 0.07 -3.34 0.03
C -1.02 -4.14 -0.78
C -2.16 -4.61 0.21
C -3.56 -4.55 -0.51
S -4.25 -2.86 -0.43
O -5.70 -2.94 -0.59
O -3.93 -2.24 0.84
Cl -3.51 -1.87 -2.09
H -2.93 0.00 0.01
H -4.26 0.78 1.04
H -4.02 1.26 -0.66
H -2.13 2.69 -0.24
H -3.07 2.82 1.27
H -0.63 2.55 1.64
H -1.75 1.41 2.55
H 0.88 1.19 3.18
H 1.43 1.50 1.60
H -0.18 -2.86 3.11
H -0.56 -1.82 4.51
H 1.46 -2.06 1.30
H 2.61 -1.33 -0.71
H 2.96 -0.24 0.67
H 0.53 -1.78 -1.10
H 1.11 -3.67 -0.26
H -0.05 -3.61 1.11
H -0.51 -5.08 -1.13
H -1.39 -3.61 -1.69
H -2.17 -4.03 1.17
H -2.02 -5.68 0.52
H -3.36 -4.76 -1.59
H -4.27 -5.31 -0.13
C 1.46 -3.21 -4.46
O 0.36 -3.51 -4.05
N 2.27 -4.09 -5.12
N 1.99 -1.96 -4.30
H 3.18 -3.86 -5.46
H 1.91 -5.02 -5.25
H 1.42 -1.28 -3.81
H 2.89 -1.69 -4.62
C 0.78 5.67 2.50
O -0.33 5.35 2.89
N 1.59 4.81 1.84
N 1.30 6.91 2.68
H 2.51 5.05 1.50
H 1.25 3.88 1.67
H 0.73 7.58 3.17
H 2.21 7.19 2.36
C -5.88 -7.39 -1.49
O -4.66 -7.33 -1.45
N -6.63 -6.47 -2.15
N -6.59 -8.37 -0.88
H -7.64 -6.49 -2.20
H -6.14 -5.72 -2.62
H -6.07 -9.07 -0.38
H -7.60 -8.44 -0.91
C 3.03 -0.42 6.98
O 3.78 -1.25 6.50
N 1.90 0.00 6.35
N 3.26 0.17 8.18
H 1.27 0.68 6.72
H 1.69 -0.42 5.45
H 4.09 -0.11 8.68
H 2.66 0.86 8.60
C 3.34 8.48 -0.61
O 3.78 7.48 -0.06
N 4.14 9.48 -1.06
N 2.01 8.68 -0.82
H 3.79 10.30 -1.52
H 5.13 9.37 -0.93
H 1.38 7.96 -0.50
H 1.63 9.49 -1.27
C -8.16 -11.37 -2.17
O -8.93 -10.61 -1.59
N -7.59 -11.06 -3.37
N -7.81 -12.58 -1.66
H -6.96 -11.67 -3.85
H -7.83 -10.17 -3.77
H -8.21 -12.84 -0.78
H -7.19 -13.22 -2.12
C 1.55 6.69 -3.86
O 1.83 7.88 -3.88
N 2.02 5.85 -2.91
N 0.76 6.11 -4.80
H 1.81 4.86 -2.88
H 2.62 6.24 -2.19
H 0.39 6.70 -5.52
H 0.52 5.13 -4.81
C 8.25 9.25 -0.67
O 7.09 8.97 -0.94
N 9.11 9.76 -1.59
N 8.78 9.06 0.57
H 10.06 10.00 -1.40
H 8.75 9.92 -2.52
H 8.17 8.68 1.27
H 9.73 9.28 0.81

Record 3
131
Properties=species:S:1:pos:R:3 method="wB97M-V/def2-TZVPD" e_lumo_ev="-2.94 / -3.57" total_energy_ha=-7038.90824 homo_ha="-0.3569 / -0.3261" gap_ev="6.770 / 5.302" spin_multiplicity=11
Fe 1.32 -5.63 1.06
Fe 1.62 -2.51 1.92
C 2.53 -1.60 6.08
C 2.90 -1.12 4.72
O 2.37 -1.72 3.57
H 2.87 -2.52 6.55
H 1.47 -1.86 6.05
H 2.54 -0.86 6.88
H 3.99 -1.02 4.65
H 2.42 -0.15 4.79
C -0.86 -0.04 -0.87
C 0.54 -0.32 -0.46
O 0.79 -1.05 0.76
H -1.00 0.54 -1.78
H -1.60 0.35 -0.16
H -1.31 -1.03 -0.83
H 1.17 0.57 -0.48
H 0.95 -0.99 -1.22
C 3.21 -3.93 0.16
O 3.10 -5.18 0.39
O 3.33 -3.15 1.13
O 1.94 -3.88 0.30
C -0.11 -4.60 2.86
O -0.29 -5.62 2.22
O -0.09 -3.46 2.34
O 1.13 -4.62 2.77
C 1.39 1.47 2.80
N 0.21 1.17 3.66
O -0.65 0.30 3.26
O 0.11 1.84 4.69
H 2.12 2.09 3.33
H 0.99 2.14 2.05
H 1.91 0.63 2.34
C -4.96 0.72 3.92
N -6.11 -0.20 4.20
O -7.22 0.36 4.28
O -5.86 -1.37 4.34
H -4.20 0.54 4.68
H -5.36 1.71 4.11
H -4.49 0.60 2.95
C 0.00 3.09 -3.61
N 0.90 2.53 -4.68
O 1.18 3.36 -5.58
O 1.35 1.34 -4.63
H -0.95 3.15 -4.15
H 0.30 4.13 -3.50
H -0.07 2.51 -2.69
C 6.00 -1.02 2.27
N 5.74 0.34 2.91
O 4.67 0.79 2.56
O 6.62 0.89 3.60
H 5.69 -1.77 2.99
H 7.04 -0.99 1.94
H 5.25 -1.13 1.49
C -0.54 0.54 -7.58
N -1.22 1.25 -6.58
O -1.57 0.69 -5.53
O -1.54 2.44 -6.83
H -0.64 -0.53 -7.40
H 0.52 0.67 -7.38
H -0.79 0.88 -8.59
C -3.85 -0.87 -3.64
N -3.60 -2.37 -3.80
O -2.81 -2.77 -4.65
O -4.26 -3.11 -2.99
H -4.24 -0.56 -4.61
H -2.85 -0.45 -3.54
H -4.56 -0.70 -2.83
C 6.79 -0.63 -1.21
N 5.42 -1.06 -1.71
O 5.14 -2.25 -1.77
O 4.69 -0.19 -2.11
H 7.36 -1.56 -1.20
H 6.65 -0.25 -0.20
H 7.13 0.30 -1.66
C -3.88 2.25 -1.27
N -4.58 2.05 -2.54
O -5.74 1.79 -2.35
O -4.01 2.35 -3.59
H -3.12 3.03 -1.23
H -3.41 1.28 -1.08
H -4.49 2.59 -0.44
C -0.58 6.19 -0.72
N -1.38 6.95 -1.77
O -1.56 6.37 -2.81
O -1.96 8.01 -1.43
H 0.47 6.19 -1.01
H -1.08 5.22 -0.65
H -0.76 6.79 0.17
C -2.21 -4.85 -1.36
N -0.66 -4.87 -1.40
O -0.09 -5.52 -0.53
O -0.16 -4.28 -2.35
H -2.72 -4.70 -2.31
H -2.53 -4.05 -0.69
H -2.63 -5.73 -0.87
C -4.75 5.93 1.80
N -3.44 5.31 2.10
O -3.21 5.06 3.26
O -2.71 4.97 1.16
H -4.97 5.62 0.78
H -4.72 7.00 2.01
H -5.48 5.43 2.43
C 3.65 -2.70 -4.52
N 4.18 -3.77 -5.43
O 4.99 -4.61 -4.99
O 3.79 -3.70 -6.61
H 4.22 -1.77 -4.55
H 3.70 -3.19 -3.55
H 2.59 -2.67 -4.76
C -2.60 -1.56 1.78
N -3.65 -1.74 0.66
O -3.75 -0.76 -0.11
O -4.35 -2.79 0.57
H -1.65 -1.14 1.45
H -2.37 -2.49 2.30
H -3.08 -0.86 2.46
C 3.56 2.39 -0.11
N 2.61 3.16 -1.05
O 2.98 3.33 -2.17
O 1.63 3.57 -0.49
H 3.60 1.40 -0.55
H 3.24 2.31 0.93
H 4.54 2.87 -0.18
C -1.13 -1.51 5.43
N -1.54 -2.90 5.62
O -2.68 -3.38 5.37
O -0.62 -3.61 5.93
H -0.29 -1.59 4.75
H -0.86 -1.01 6.37
H -2.01 -0.97 5.08